{"formula": "C45H57Cl4HfN2O4P2Si2", "method": "ωB97M-V/def2-TZVPD", "charge": 1, "homo_lumo_gap_ev": 7.0, "homo_energy_ev": -10.646, "e_tot_ha": -5309.9003, "elements": ["Hf", "C", "O", "C", "O", "N", "N", "H", "H", "H", "H", "H", "H", "C", "C", "P", "C", "C", "C", "C", "C", "C", "C", "C", "C", "C", "C", "C", "C", "P", "C", "C", "C", "C", "C", "C", "C", "C", "C", "C", "C", "C", "H", "H", "H", "H", "H", "H", "H", "H", "H", "H", "H", "H", "H", "H", "H", "H", "H", "H", "H", "H", "H", "H", "H", "H", "H", "H", "Cl", "C", "C", "C", "C", "O", "C", "C", "O", "C", "H", "H", "H", "H", "Cl", "Si", "Cl", "Cl", "C", "Si", "C", "C", "C", "C", "C", "C", "C", "C", "H", "H", "H", "H", "H", "H", "H", "H", "H", "H", "H", "H", "H", "H", "H", "H", "H", "H", "H", "H", "H"], "positions_angstrom": [[1.21466, 0.16838, 0.47503], [-1.42945, 2.14711, 4.08754], [0.00011, 2.29719, 4.19425], [0.74810, 2.00593, 3.15058], [0.31488, 1.68347, 2.03882], [2.05422, 2.04745, 3.43926], [2.98214, 1.68344, 2.46283], [-1.87594, 3.04323, 4.50598], [-1.72271, 1.27256, 4.66409], [-1.72270, 2.02494, 3.05070], [2.33471, 2.36753, 4.35138], [3.66635, 1.06268, 2.87530], [3.44558, 2.51729, 2.11934], [-3.76405, 1.09131, -0.34219], [-3.35651, 2.32280, -1.17862], [-1.57507, 2.91303, -1.20641], [-1.75118, 4.34423, -0.06423], [-1.23375, 5.60363, -0.35030], [-1.36569, 6.64308, 0.56132], [-2.00864, 6.43702, 1.77221], [-2.53169, 5.18482, 2.06761], [-2.40032, 4.14772, 1.15655], [-1.69849, 3.69693, -2.86556], [-0.93581, 3.17858, -3.90560], [-1.08540, 3.65194, -5.20231], [-1.99836, 4.65895, -5.46735], [-2.76257, 5.18925, -4.43345], [-2.61912, 4.70893, -3.14184], [-2.67601, 0.23769, 0.31343], [-1.41063, -0.71467, -0.66798], [-1.45662, -0.39264, -2.47714], [-2.53152, -0.04535, -3.29351], [-2.37369, 0.04192, -4.66902], [-1.15919, -0.27149, -5.26344], [-0.08381, -0.63928, -4.46883], [-0.23180, -0.67396, -3.09120], [-2.21582, -2.37713, -0.61618], [-1.83372, -3.26894, 0.38764], [-2.49740, -4.47509, 0.55773], [-3.54915, -4.81168, -0.28058], [-3.90899, -3.94966, -1.30692], [-3.24354, -2.74344, -1.48133], [-4.39613, 0.43738, -0.94815], [-4.39347, 1.43429, 0.48204], [-3.94600, 3.18014, -0.86282], [-3.59222, 2.15375, -2.22376], [-0.73975, 5.78283, -1.29605], [-0.96311, 7.61912, 0.32204], [-2.11209, 7.24944, 2.48040], [-3.05812, 5.02185, 3.00126], [-2.82999, 3.17746, 1.39124], [-0.20728, 2.40660, -3.69469], [-0.47898, 3.23818, -5.99969], [-2.11866, 5.03477, -6.47577], [-3.47554, 5.97851, -4.63716], [-3.22045, 5.13383, -2.34745], [-3.16685, -0.52813, 0.91033], [-2.08332, 0.85493, 0.99362], [-3.50852, 0.14990, -2.87493], [-3.21193, 0.35253, -5.28019], [-1.05508, -0.23036, -6.34046], [0.86873, -0.88856, -4.92164], [0.62047, -0.93946, -2.47299], [-1.00150, -3.02144, 1.03111], [-2.18440, -5.15356, 1.34305], [-4.08232, -5.74398, -0.14300], [-4.70848, -4.21843, -1.98583], [-3.52667, -2.11232, -2.30911], [-1.29276, -3.65503, 6.88601], [-1.01032, -2.77470, 5.42318], [-2.08929, -2.49298, 4.56505], [-1.89558, -1.82726, 3.38291], [-0.60356, -1.42117, 2.96778], [-0.41357, -0.88498, 1.80790], [0.45786, -1.65814, 3.88087], [1.75920, -1.20080, 3.57299], [2.08492, -0.55950, 2.56603], [0.24084, -2.35038, 5.09262], [-3.08210, -2.81972, 4.84771], [-2.73279, -1.63025, 2.72590], [2.54056, -1.41168, 4.31488], [1.08166, -2.54802, 5.74908], [4.53911, 2.51156, -0.72470], [2.44677, 2.66470, -0.65958], [2.15911, 3.66856, -2.45703], [2.25464, 4.32903, 0.66140], [3.38210, -1.39953, -2.15087], [2.92069, -1.83972, -0.35050], [4.63031, -2.00567, 0.57327], [5.68916, -2.60046, -0.36485], [4.55685, -2.87722, 1.83405], [5.11191, -0.61832, 0.98960], [2.01713, -3.54741, -0.37082], [0.84710, -3.46196, -1.35920], [2.95075, -4.66993, -0.83114], [1.44212, -3.87834, 1.01465], [3.70436, -2.29029, -2.70055], [4.21481, -0.69016, -2.16573], [2.56732, -0.94447, -2.72275], [5.39989, -3.58534, -0.73958], [6.63478, -2.71168, 0.17671], [5.87413, -1.94930, -1.22099], [4.32412, -3.91812, 1.60344], [3.81235, -2.50123, 2.53656], [5.52938, -2.86528, 2.33866], [5.32280, -0.00592, 0.12027], [6.04065, -0.70056, 1.56907], [4.36778, -0.10793, 1.60112], [1.19227, -3.27104, -2.38021], [0.14745, -2.67417, -1.07575], [0.29049, -4.40634, -1.36524], [3.43819, -4.42327, -1.77821], [2.37784, -5.59159, -0.98281], [3.72723, -4.87979, -0.09304], [0.79025, -3.07311, 1.36772], [2.22390, -4.03143, 1.75984], [0.84746, -4.79862, 0.96522]], "atomic_forces_ev_per_a": [[-1.903, -0.185, 3.328], [-0.100, -0.036, -0.052], [0.029, 0.128, -0.130], [0.131, -0.207, 0.110], [0.240, -0.277, -0.636], [-0.100, 0.055, 0.030], [0.060, 0.821, -0.353], [0.040, 0.018, 0.009], [0.056, -0.018, 0.035], [0.023, 0.034, -0.028], [0.105, 0.080, 0.055], [-0.088, -0.102, -0.095], [0.128, 0.207, -0.047], [0.078, -0.081, -0.119], [0.175, -0.252, 0.184], [-0.310, 0.120, -0.029], [0.047, -0.158, -0.004], [0.064, -0.005, 0.036], [0.047, -0.006, 0.004], [-0.021, -0.005, 0.034], [0.000, -0.022, 0.006], [0.029, -0.003, -0.029], [0.188, -0.049, 0.113], [0.059, -0.041, 0.076], [0.039, -0.002, -0.028], [-0.035, 0.005, -0.003], [-0.037, 0.011, -0.002], [0.018, 0.034, -0.038], [0.383, 0.480, -0.166], [-0.365, 0.459, -0.876], [0.294, -0.019, 0.077], [-0.062, -0.011, 0.076], [-0.032, -0.012, -0.026], [-0.029, 0.001, 0.028], [0.038, 0.066, -0.050], [-0.060, 0.194, 0.065], [0.450, -0.172, 0.473], [-0.210, 0.038, 0.070], [0.084, 0.044, 0.034], [-0.051, 0.017, -0.062], [0.008, -0.047, 0.028], [0.040, 0.080, -0.013], [-0.083, 0.055, 0.035], [-0.053, -0.060, -0.002], [-0.113, 0.057, -0.051], [-0.013, -0.005, -0.083], [0.065, -0.011, -0.018], [-0.005, -0.017, -0.006], [-0.003, -0.012, -0.028], [0.023, 0.012, -0.025], [0.003, 0.036, -0.015], [0.003, -0.079, -0.020], [-0.030, 0.019, 0.033], [0.016, 0.000, 0.025], [0.018, -0.014, 0.007], [-0.007, -0.006, 0.023], [0.066, -0.024, 0.070], [-0.054, 0.007, 0.063], [0.021, 0.016, 0.036], [0.008, -0.049, 0.005], [0.008, 0.021, 0.037], [-0.015, 0.026, 0.049], [-0.076, -0.031, -0.086], [-0.294, -0.054, -0.094], [-0.015, 0.030, -0.023], [0.042, 0.008, -0.025], [0.017, 0.018, 0.019], [-0.023, 0.095, -0.033], [-0.008, 0.021, -0.002], [-0.049, -0.021, 0.028], [0.064, 0.024, 0.018], [-0.123, 0.027, -0.168], [0.165, 0.009, 0.393], [0.607, 0.468, -1.088], [-0.187, -0.033, -0.117], [-0.287, -0.158, 0.199], [0.119, -0.363, -1.239], [0.149, 0.021, 0.054], [0.011, 0.014, -0.002], [0.031, -0.048, 0.016], [0.095, -0.008, -0.018], [-0.050, 0.018, -0.008], [-0.095, -0.321, 0.194], [0.143, 0.334, 0.077], [-0.376, -0.400, -0.008], [-0.241, -0.535, 0.031], [-0.083, 0.037, -0.010], [0.643, -0.250, -0.184], [-0.210, -0.023, 0.078], [-0.107, -0.073, -0.061], [0.010, 0.004, -0.121], [0.133, -0.090, 0.044], [-0.173, 0.167, 0.031], [0.282, -0.047, -0.069], [0.033, 0.041, 0.051], [0.146, -0.019, -0.031], [-0.013, 0.041, 0.060], [-0.077, 0.012, 0.026], [0.142, -0.040, 0.028], [0.109, 0.094, 0.020], [-0.013, 0.003, -0.015], [0.029, -0.062, 0.014], [0.027, 0.085, 0.085], [0.009, -0.061, 0.049], [-0.021, 0.008, -0.008], [0.004, 0.214, -0.106], [-0.048, 0.031, -0.034], [0.089, -0.060, -0.051], [-0.027, -0.007, 0.050], [0.187, -0.160, -0.137], [-0.026, 0.053, -0.010], [-0.027, -0.079, 0.024], [0.006, 0.019, 0.011], [-0.052, -0.044, -0.109], [0.199, -0.103, 0.052], [-0.080, 0.002, -0.026], [-0.011, 0.040, 0.011]], "mulliken_charge": [-0.51, -0.25, -0.50, -0.11, 0.11, -0.15, -0.57, 0.35, 0.24, -0.17, 0.24, 0.36, 0.39, -1.83, -1.86, 1.55, 0.42, -0.55, -0.70, -0.78, -0.52, -0.61, 0.25, -0.13, -1.05, -0.67, -0.70, -0.47, 0.78, 0.96, 1.18, 0.28, -1.44, -0.94, -0.52, 0.36, -0.10, 1.00, -1.07, -0.93, -0.69, -1.14, 0.54, 0.44, 1.09, 1.00, 0.51, 0.44, 0.41, 0.50, 0.02, 0.56, 0.50, 0.41, 0.42, 0.43, 0.59, -0.68, 0.77, 0.47, 0.43, 0.53, -1.39, -0.20, 0.53, 0.43, 0.46, 0.39, -0.21, -0.13, -0.92, -0.85, 0.45, 3.33, 0.88, -0.88, 0.20, -1.11, 0.49, 0.48, 0.29, 0.52, -0.35, 0.43, -0.31, -0.37, -0.93, -0.52, 2.96, -1.80, -1.88, -2.35, 2.47, -1.62, -1.94, -1.51, 0.27, 0.45, 0.06, 0.32, 0.57, 0.32, 0.33, 0.10, 0.61, 0.27, 0.57, 0.48, 0.47, -0.37, 0.58, 0.33, 0.54, 0.36, -0.16, 0.36, 0.58]}